The following is a quantum chemistry calculation of a cluster of 7 separate species, C31H64FNO9S in total in a non-equilibrium geometry, from the Open Molecules 2025 dataset.

The geometry in XYZ format:
```
107
Properties=species:S:1:pos:R:3:mulliken_charge:R:1
C 1.391 2.571 2.964 -1.090
C 1.140 2.162 1.460 1.137
C 2.581 2.109 0.774 -1.527
C 0.359 0.811 1.277 -0.604
C -1.199 0.997 1.088 1.256
C -1.883 -0.319 0.537 -1.004
C -1.934 1.461 2.391 -0.446
O -3.339 1.782 2.171 -0.325
N -3.610 3.122 2.215 -0.124
S -3.181 3.984 0.793 1.063
O -4.102 5.148 0.726 -0.590
O -1.749 4.370 0.720 -0.495
F -3.538 2.980 -0.464 -0.216
H 2.089 1.849 3.454 0.205
H 0.466 2.718 3.563 0.133
H 1.910 3.568 2.932 0.244
H 0.563 2.958 0.929 -0.088
H 3.120 1.209 1.180 0.307
H 3.106 3.049 1.099 0.412
H 2.449 2.070 -0.332 0.389
H 0.607 0.041 2.061 0.221
H 0.714 0.362 0.304 -0.109
H -1.316 1.771 0.286 0.074
H -1.191 -0.798 -0.202 -0.093
H -2.200 -1.027 1.336 0.191
H -2.797 -0.018 -0.042 0.357
H -1.442 2.308 2.929 0.019
H -1.916 0.588 3.101 0.359
H -3.254 3.578 3.062 0.326
C -0.129 -2.257 -4.342 -0.230
C 1.132 -2.847 -3.741 -0.303
C 1.521 -1.791 -2.724 -0.486
O 0.302 -1.180 -2.276 -0.267
C -0.769 -1.591 -3.138 -0.643
H -0.778 -2.994 -4.815 0.412
H 0.133 -1.503 -5.090 -0.016
H 0.895 -3.788 -3.233 0.284
H 1.918 -3.044 -4.472 0.096
H 2.141 -1.010 -3.179 0.303
H 2.058 -2.207 -1.869 0.287
H -1.397 -2.296 -2.582 0.259
H -1.375 -0.725 -3.409 0.318
C 5.552 -5.000 -6.507 -0.561
C 6.017 -3.576 -6.741 -0.553
C 4.771 -2.779 -6.398 -0.498
O 4.065 -3.526 -5.398 -0.291
C 4.636 -4.838 -5.308 -0.471
H 6.365 -5.704 -6.329 0.332
H 4.980 -5.350 -7.371 0.275
H 6.823 -3.329 -6.043 0.260
H 6.375 -3.390 -7.754 0.332
H 4.114 -2.674 -7.268 0.294
H 5.002 -1.783 -6.015 0.290
H 5.198 -4.896 -4.369 0.307
H 3.840 -5.584 -5.283 0.266
C 1.202 5.998 6.973 -0.588
C -0.254 5.962 6.550 -0.571
C -0.162 5.351 5.164 -0.065
O 0.973 4.477 5.171 -0.270
C 1.738 4.717 6.359 -0.537
H 1.346 6.045 8.053 0.356
H 1.698 6.864 6.524 0.262
H -0.817 5.300 7.215 0.225
H -0.737 6.939 6.554 0.383
H 0.008 6.118 4.401 0.296
H -1.057 4.785 4.894 -0.119
H 1.592 3.864 7.031 0.290
H 2.797 4.783 6.106 0.287
C 1.039 -4.522 1.331 -0.637
C 0.150 -5.199 2.356 -0.569
C -0.599 -4.019 2.950 -0.526
O -0.715 -3.039 1.911 -0.321
C 0.139 -3.411 0.820 0.183
H 1.383 -5.188 0.539 0.353
H 1.917 -4.096 1.824 0.322
H -0.551 -5.873 1.854 0.256
H 0.698 -5.774 3.103 0.358
H -0.040 -3.569 3.777 0.286
H -1.594 -4.291 3.309 0.262
H -0.496 -3.760 -0.001 0.078
H 0.699 -2.538 0.480 -0.061
C -1.667 1.190 -8.393 -0.547
C -1.431 -0.068 -9.206 -0.527
C -1.162 -1.096 -8.121 -0.368
O -1.912 -0.688 -6.970 -0.368
C -2.394 0.646 -7.177 -0.402
H -2.237 1.955 -8.922 0.344
H -0.709 1.624 -8.093 0.268
H -2.341 -0.333 -9.754 0.255
H -0.615 0.018 -9.923 0.322
H -0.101 -1.113 -7.845 0.198
H -1.460 -2.104 -8.414 0.321
H -3.474 0.590 -7.353 0.270
H -2.219 1.242 -6.280 0.261
C -4.410 0.739 6.432 -0.731
C -3.546 -0.019 7.419 -0.552
C -2.306 -0.306 6.594 -0.439
O -2.169 0.772 5.658 -0.332
C -3.379 1.546 5.666 0.143
H -5.172 1.360 6.903 0.380
H -4.910 0.036 5.759 0.283
H -3.292 0.628 8.263 0.239
H -4.015 -0.922 7.811 0.359
H -2.414 -1.235 6.023 0.243
H -1.403 -0.376 7.204 0.267
H -3.165 2.497 6.168 0.201
H -3.688 1.755 4.640 -0.001
```

Its multiplicity is 1. The calculation puts the energy above the lowest of the compared OMol25 structures with the same formula, charge and spin at 533.43 kJ/mol. As for the orbital gap: 9.64 eV. The calculation puts the lowest unoccupied orbital energy at 0.5 eV. The calculation puts the total energy at -2449.32252 Eh. The SMILES is CC(C)C[C@@H](C)CONS(=O)(=O)F.C1CCOC1.C1CCOC1.C1CCOC1.C1CCOC1.C1CCOC1.C1CCOC1. For the largest force on an atom, the calculation gives 4.97 eV Å⁻¹.

---

The following is a quantum chemistry calculation of a cluster of 3 separate species, C31H65BrI2N4O5 in total in a non-equilibrium geometry, from the Open Molecules 2025 dataset.

The geometry in XYZ format:
```
108
Properties=species:S:1:pos:R:3:mulliken_charge:R:1
C -2.507 -7.059 3.188 -0.815
C -1.879 -8.117 2.104 -0.451
C -0.605 -7.502 1.255 -0.500
C -1.171 -6.233 0.383 -0.392
C -1.091 -6.515 -1.262 -0.748
C -1.222 -5.032 -1.969 -0.485
C 0.277 -4.543 -2.431 -0.565
C 0.609 -3.071 -1.751 0.287
C 1.198 -2.126 -2.954 -0.841
C 1.820 -0.685 -2.463 -0.172
C 1.419 -0.289 -0.895 -0.194
C 2.029 1.125 -0.377 0.348
O 3.044 1.534 -1.407 -0.697
N 2.821 0.853 0.878 -0.099
C 3.827 1.913 1.220 -0.176
Br 5.745 1.343 0.844 -0.189
C 3.772 2.133 2.874 -0.271
C 4.456 3.544 3.363 -0.953
C 0.989 2.395 -0.287 -0.244
O 0.257 2.725 -1.496 -0.360
C -0.932 1.982 -1.792 0.331
C -2.296 2.949 -1.877 -0.845
N -3.335 2.426 -0.910 0.076
C -4.567 3.302 -0.836 -0.812
O -0.786 1.457 -3.191 -0.392
C -1.369 0.116 -3.318 -0.078
C -3.009 0.118 -3.610 -0.169
C -3.282 -1.233 -4.558 -0.874
C 0.155 2.510 1.135 0.072
I -0.808 0.693 1.852 0.061
C -0.816 3.871 1.204 -0.214
C 0.003 5.047 2.069 -0.733
I -2.670 3.518 2.376 0.002
H -2.194 -5.928 2.978 0.193
H -3.680 -7.092 3.056 0.240
H -2.158 -7.385 4.259 0.293
H -1.512 -9.136 2.589 0.316
H -2.737 -8.365 1.315 0.208
H -0.127 -8.268 0.495 0.313
H 0.222 -7.077 1.984 0.244
H -0.549 -5.229 0.547 0.153
H -2.299 -5.954 0.610 0.261
H -2.002 -7.179 -1.596 0.233
H -0.097 -7.079 -1.513 0.374
H -1.881 -5.078 -2.963 0.317
H -1.740 -4.231 -1.257 0.269
H 0.312 -4.409 -3.599 0.393
H 1.113 -5.348 -2.156 0.190
H 1.521 -3.267 -1.006 -0.132
H -0.284 -2.604 -1.157 0.201
H 0.362 -2.049 -3.772 0.105
H 2.082 -2.750 -3.458 0.406
H 3.001 -0.776 -2.615 0.385
H 1.485 0.158 -3.235 0.023
H 0.271 -0.446 -0.775 -0.419
H 1.932 -1.144 -0.237 0.364
H 3.831 0.915 -1.383 0.502
H 2.242 0.535 1.682 0.379
H 3.703 2.942 0.684 0.250
H 2.649 2.156 3.251 0.245
H 4.275 1.228 3.461 0.337
H 5.613 3.499 3.180 0.273
H 4.273 3.622 4.539 0.325
H 3.950 4.509 2.890 0.216
H 1.747 3.323 -0.186 -0.047
H -1.228 1.084 -1.124 0.032
H -2.056 4.088 -1.743 0.555
H -2.779 2.848 -2.964 0.187
H -3.557 1.417 -1.050 0.108
H -4.190 4.421 -1.003 0.263
H -5.286 2.963 -1.695 0.286
H -5.030 3.270 0.239 0.212
H -0.896 -0.354 -4.309 0.319
H -1.104 -0.632 -2.458 -0.054
H -3.391 1.101 -4.115 0.221
H -3.549 -0.134 -2.581 0.066
H -3.355 -0.983 -5.699 0.289
H -4.296 -1.702 -4.143 0.310
H -2.443 -2.012 -4.280 0.180
H 1.002 2.747 1.947 -0.241
H -1.010 4.349 0.155 0.155
H 0.408 4.614 3.078 0.317
H 0.969 5.312 1.419 0.258
H -0.669 6.015 2.227 0.189
C -3.140 7.769 1.451 0.049
O -3.733 6.823 0.949 -0.592
N -3.592 8.523 2.513 0.127
C -2.828 9.629 3.052 -0.945
C -4.871 8.200 3.110 -0.928
H -2.158 8.099 1.074 0.364
H -2.610 9.429 4.104 0.341
H -3.422 10.543 2.967 0.353
H -1.888 9.760 2.509 0.303
H -4.842 7.170 3.479 0.263
H -5.650 8.280 2.347 0.290
H -5.094 8.881 3.937 0.389
C 4.305 -4.480 1.269 0.102
O 3.913 -5.640 1.288 -0.616
N 5.152 -3.938 0.325 0.173
C 5.571 -2.553 0.372 -0.889
C 5.638 -4.780 -0.748 -0.953
H 3.996 -3.755 2.039 0.321
H 5.252 -2.056 -0.548 0.290
H 6.662 -2.516 0.451 0.384
H 5.132 -2.037 1.230 0.253
H 4.784 -5.165 -1.313 0.240
H 6.186 -5.624 -0.319 0.307
H 6.295 -4.215 -1.415 0.401
```

Its multiplicity is 1. As for the orbital gap: 8.22 eV. The calculation puts the lowest unoccupied orbital energy at -0.1 eV. The calculation puts the total energy at -4984.33336 Eh. For the largest force on an atom, the calculation gives 3.03 eV Å⁻¹.